[1]
23
Properties=species:S:1:pos:R:3:forces:R:3 method="wB97M-V/def2-TZVPD" smiles=CCCCNCCO fmax_ev_per_a=4.2 homo_ev=-8.69 total_energy_ev=-10000.1557 mol_weight_g_mol=117.19 gap_ev=9.69 e_lumo_ev=1.004 relative_energy_ev=3.601
C -1.17841 -0.32118 -0.43596 -1.992 1.137 -1.059
N -0.26007 -1.41804 -0.26997 0.984 -0.476 -2.474
C 0.27310 -1.71374 0.99872 1.241 2.660 1.357
C 1.80535 -1.76014 0.97472 0.617 -0.397 2.050
O 2.47833 -2.87813 0.37510 -0.038 0.586 -0.856
C -0.91322 0.92928 0.45551 -2.940 1.605 -2.477
C -0.71390 2.44999 -1.60362 -1.558 1.319 0.809
C -0.14189 2.09237 -0.23168 1.895 -3.086 1.377
H -2.25817 -0.60333 -0.26594 1.070 -0.302 0.119
H -1.21331 -0.07234 -1.57004 0.299 -0.301 2.026
H 0.55821 -1.32778 -0.91326 -1.365 0.090 0.483
H -0.07294 -2.63460 1.47533 -0.422 0.183 0.035
H 0.09900 -0.72374 1.65091 0.357 -2.882 -0.530
H 1.96640 -2.08685 2.02005 0.474 1.481 0.116
H 2.31282 -0.74900 0.70106 -0.908 -1.805 0.344
H 1.86988 -3.40536 -0.13216 -0.401 -0.208 -0.420
H -1.83674 1.45387 0.85542 -0.156 -0.794 -1.390
H -0.69023 0.64005 1.41831 1.983 -0.470 1.890
H -1.83040 2.67932 -1.58796 1.138 -0.064 0.694
H -0.75181 1.61959 -2.28277 0.931 -0.154 -0.532
H -0.27613 3.38014 -1.99415 0.188 -0.652 -0.243
H 0.95063 1.63763 -0.21251 -1.661 1.503 -0.779
H -0.17651 2.81200 0.57487 0.262 1.024 -0.540

[2]
14
Properties=species:S:1:pos:R:3:forces:R:3 method="wB97M-V/def2-TZVPD" total_charge=+1 fmax_ev_per_a=3.9 homo_ev=-14.89 total_energy_ev=-7241.1547 mol_weight_g_mol=77.11 gap_ev=11.36 e_lumo_ev=-3.530 relative_energy_ev=1.201
C -0.37215 1.93416 0.63812 -0.781 -0.832 0.648
N 0.50725 -0.78222 -1.53471 2.361 0.930 -2.311
C 0.50156 0.45496 -0.96238 0.432 -3.492 -1.690
N -0.20872 0.56136 0.11354 -0.126 2.139 0.008
H -0.62936 2.64040 -0.17499 0.336 -0.356 0.733
H 0.53178 2.09419 1.18582 0.593 1.052 0.096
H -1.15378 1.88410 1.40435 -0.065 0.298 -0.446
H 0.03589 -1.54113 -1.08763 -0.311 -0.105 0.242
H 1.12423 -1.06899 -2.38277 -1.526 1.136 2.255
H 1.13396 1.24673 -1.48151 -1.302 -0.773 1.097
H -0.62248 -0.23839 0.62123 0.432 0.213 -0.856
H -0.10499 -2.92640 0.63935 0.207 -0.717 0.330
H -0.31249 -2.13607 1.99138 0.090 -0.494 -0.353
O -0.43069 -2.12271 1.03020 -0.342 1.000 0.248

[3]
101
Properties=species:S:1:pos:R:3:forces:R:3 method="wB97M-V/def2-TZVPD" smiles="CCOS(C)(=O)=O.CCOS(C)(=O)=O.CCOS(C)(=O)=O.ClCCCl.ClCCCl.ClCCCl.ClCCCl.ClCCCl.ClCCCl.ClCCCl" fmax_ev_per_a=3.6 homo_ev=-10.29 total_energy_ev=-250940.4866 mol_weight_g_mol=1065.20 gap_ev=10.57 e_lumo_ev=0.275
O 1.20389 -2.76686 1.51183 1.173 1.956 0.801
S 0.51849 -3.92814 1.11912 -1.163 -1.931 -1.809
O 1.27514 -4.97606 0.47716 -0.165 0.390 0.310
O -0.27899 -4.51777 2.32001 -0.221 -0.203 0.849
C 0.42925 -4.99567 3.55078 -1.249 0.454 -0.402
C -0.54830 -4.71391 4.69126 0.371 -1.071 -0.116
C -0.84229 -3.50726 -0.00601 0.219 -1.584 2.590
H 1.38130 -4.46813 3.62352 -0.031 -0.232 0.036
H 0.50173 -6.07422 3.41909 0.543 0.134 -0.039
H -1.48790 -5.22774 4.44007 0.232 0.122 0.242
H -0.77438 -3.66955 4.82145 0.143 0.420 0.116
H -0.14078 -5.16193 5.62385 -0.321 0.415 -0.492
H -1.30591 -4.44281 -0.22765 -0.070 -0.753 -0.535
H -0.30785 -3.11199 -0.79786 0.552 1.091 -1.790
H -1.61464 -2.91831 0.44158 0.079 0.922 0.264
O 4.32649 -0.86602 1.48930 -1.892 0.770 0.604
S 5.01737 -1.85740 0.75319 1.911 -0.046 0.614
O 6.40326 -1.55106 0.60015 0.425 -0.293 -1.037
O 4.96629 -3.25140 1.50212 -0.890 0.126 0.691
C 4.99780 -3.18876 2.95613 -0.849 0.464 0.189
C 5.31399 -4.55757 3.40659 0.077 -2.030 -0.136
C 4.23301 -2.37284 -0.72976 0.697 0.253 -0.253
H 3.99741 -2.91461 3.40544 0.861 0.077 -0.955
H 5.73430 -2.45454 3.29483 -0.022 -0.071 -0.223
H 4.47049 -5.28007 3.18627 0.915 0.827 0.265
H 5.50760 -4.53776 4.46588 -0.218 -0.078 0.592
H 6.23804 -4.98380 2.97493 -0.441 0.389 -0.120
H 4.79958 -1.90294 -1.56017 -0.443 -0.556 0.427
H 3.20199 -2.07298 -0.71192 -0.442 0.266 0.052
H 4.28331 -3.45576 -0.64740 0.125 -0.022 -0.633
O -1.37017 2.22850 -3.91013 -0.600 1.222 -0.258
S -1.01153 3.62826 -4.07605 0.022 -1.863 -0.662
O 0.27361 3.93960 -3.55453 0.730 0.808 0.166
O -1.13933 3.99424 -5.61504 -0.061 0.345 0.182
C -0.28939 3.19097 -6.43093 2.906 0.854 -1.936
C -0.70754 3.19375 -7.93406 0.542 0.384 1.531
C -2.21627 4.69671 -3.46387 -0.288 0.849 0.324
H -0.31471 2.19822 -6.07823 -0.061 -1.199 0.502
H 0.80261 3.56689 -6.36250 -1.712 -0.492 0.219
H -0.29848 2.25975 -8.38984 -0.427 0.863 0.218
H -0.29060 4.11475 -8.42890 -0.861 -1.011 0.264
H -1.79533 3.15132 -7.81875 0.041 0.125 -1.039
H -1.95500 5.77921 -3.59962 -0.076 -1.180 0.067
H -2.21361 4.41243 -2.41393 -0.289 0.330 0.264
H -3.17433 4.44564 -3.91421 0.028 0.053 0.027
Cl 1.90836 1.01732 5.51918 0.493 -0.704 0.302
C 1.87371 -0.28434 4.26059 0.152 2.376 -1.233
C 1.28219 0.42966 3.02517 1.106 -0.690 -1.268
Cl -0.32039 1.04889 3.41277 -1.002 -0.097 -0.334
H 1.31840 -1.09465 4.60950 -1.172 -1.128 0.595
H 2.86995 -0.61624 4.03921 0.598 0.083 -0.030
H 1.24685 -0.23297 2.05679 0.070 1.258 2.100
H 1.86694 1.37000 2.86297 -0.201 -1.124 -0.215
Cl -3.79070 0.47651 4.86164 0.141 -0.908 -0.973
C -3.46310 -0.93266 3.70401 -0.994 -0.075 0.606
C -4.14981 -2.22624 4.18182 1.003 0.712 0.305
Cl -3.65321 -2.60805 5.86600 0.085 -0.145 0.030
H -2.39764 -1.09668 3.71467 0.315 0.356 -0.295
H -3.89626 -0.66877 2.71865 0.552 0.034 0.533
H -3.73766 -3.07900 3.58731 -1.046 0.727 0.177
H -5.21876 -2.03588 4.24987 -0.020 -0.671 -0.484
Cl 1.66710 3.26559 0.44030 0.041 0.058 0.311
C 2.87133 2.76533 -0.79997 0.001 -0.014 1.457
C 4.06911 2.15683 -0.10772 -0.754 -1.106 1.689
Cl 5.30367 1.49148 -1.21436 -0.366 0.258 0.101
H 3.01714 3.62588 -1.35115 0.947 1.907 -0.972
H 2.32050 2.15283 -1.44302 -0.409 -1.586 -0.781
H 3.67354 1.31878 0.53312 0.535 0.459 -0.884
H 4.53310 2.80747 0.65578 -0.049 0.103 -0.888
Cl -3.22368 7.04762 2.84550 -0.010 -0.160 -0.165
C -2.24535 5.58176 2.80215 1.004 -1.264 -0.341
C -1.68514 5.14244 1.44885 -0.215 2.148 -1.273
Cl -2.96091 4.39110 0.36418 0.746 0.015 0.579
H -2.77551 4.71642 3.25320 0.154 0.777 -0.148
H -1.29861 5.73154 3.33668 -0.542 0.334 0.483
H -0.81251 4.52916 1.66089 -0.406 -0.756 -0.384
H -1.28815 6.01500 0.80902 -0.710 -1.177 1.220
Cl 0.70677 0.04854 -0.51929 -0.421 0.425 -0.666
C -0.39398 1.11266 -1.50551 -0.468 0.913 -0.342
C -1.78336 1.21877 -0.84310 1.253 -0.829 -0.406
Cl -2.49050 -0.42994 -0.81869 -0.242 0.148 0.407
H -0.40256 0.80268 -2.57541 -0.165 -0.228 1.192
H -0.01123 2.14787 -1.54788 0.307 -0.533 0.337
H -2.49119 1.82868 -1.35660 -0.082 0.331 -1.001
H -1.71014 1.68963 0.12619 0.168 -0.599 0.658
Cl -6.40070 -0.41607 0.67103 0.432 0.532 -0.368
C -5.91155 0.26203 -0.96776 -0.013 -1.109 0.798
C -5.35180 1.67723 -0.90761 -1.907 -0.129 -0.381
Cl -4.73040 1.98240 -2.54359 0.220 0.288 -0.373
H -6.82026 0.12054 -1.51864 -0.396 0.622 -0.479
H -5.21419 -0.47110 -1.37976 0.194 0.435 0.247
H -4.54863 1.75316 -0.19914 0.231 0.187 0.335
H -6.17878 2.42703 -0.75257 1.076 -0.785 0.210
Cl 1.07151 -0.54246 -6.34637 0.013 0.127 -0.305
C 1.35651 -1.44356 -4.85496 -0.669 0.100 0.745
C 0.06100 -1.81963 -4.14216 -0.056 -0.940 -0.385
Cl -1.11494 -2.78321 -5.11869 0.371 0.326 0.185
H 1.75343 -0.73739 -4.12814 0.748 -0.014 -0.186
H 2.04906 -2.27651 -5.06041 -0.519 0.372 0.156
H -0.46464 -0.97775 -3.71283 -0.117 0.330 -0.403
H 0.31646 -2.45209 -3.30485 0.192 -0.267 0.234

[4]
93
Properties=species:S:1:pos:R:3:forces:R:3 method="wB97M-V/def2-TZVPD" fmax_ev_per_a=1.9 homo_ev=-7.11 total_energy_ev=-162245.2911 mol_weight_g_mol=1062.35 gap_ev=6.18 e_lumo_ev=-0.930 relative_energy_ev=0.597
Tl 0.19340 0.37960 -0.25680 0.426 0.297 0.232
C 0.19710 -3.65970 -2.87960 0.151 -0.065 0.222
C -0.04800 -2.22760 -2.47710 0.410 -0.556 0.603
N 0.25830 -1.85260 -1.27010 -0.023 1.217 -0.084
N 0.69610 -2.82030 -0.42920 -0.422 -1.368 -0.034
C 1.47100 -2.54350 0.54520 0.391 0.292 0.129
S 2.14890 -1.03030 0.98440 -0.173 0.424 -0.649
S 1.90420 -3.94380 1.56530 0.117 -0.128 0.173
C 3.68450 -4.07970 1.09060 -0.530 0.070 0.144
C 3.82500 -4.96250 -0.10410 0.129 -0.098 -0.077
C 4.06960 -6.32190 0.06170 0.004 0.097 -0.013
C 4.13910 -7.16710 -1.03070 -0.001 -0.112 0.003
C 3.95570 -6.66610 -2.30840 0.009 -0.050 -0.077
C 3.72280 -5.31290 -2.48460 -0.023 0.037 -0.083
C 3.65980 -4.46560 -1.39220 0.028 0.029 0.048
C -0.60650 -1.32700 -3.45460 -0.230 0.754 -0.194
C -1.25590 -1.86980 -4.57680 -0.038 -0.048 0.082
C -1.84680 -1.09330 -5.54050 -0.163 -0.089 -0.225
C -1.81090 0.29560 -5.41490 0.008 -0.131 0.025
C -1.14810 0.86440 -4.36290 0.001 0.140 0.105
C -0.50250 0.09850 -3.35770 -0.211 -0.418 -0.433
O 0.17400 0.72680 -2.46540 0.523 0.150 0.448
H 0.76950 -4.16540 -2.10680 -0.089 -0.035 -0.157
H 0.74430 -3.69910 -3.81840 -0.073 0.017 -0.133
H -0.75140 -4.18040 -2.99960 -0.057 -0.077 -0.075
H 4.18060 -4.50460 1.96060 0.074 0.055 0.007
H 4.03490 -3.06220 0.92340 0.099 -0.048 0.043
H 4.19690 -6.71780 1.05910 0.027 -0.050 0.112
H 4.33380 -8.22020 -0.88610 -0.001 -0.073 0.020
H 3.99330 -7.32630 -3.16320 0.033 -0.037 -0.046
H 3.58810 -4.91440 -3.47970 -0.017 0.042 -0.086
H 3.47050 -3.41230 -1.54100 -0.018 0.150 0.025
H -1.32260 -2.94210 -4.67730 0.035 -0.081 -0.015
H -2.33770 -1.55340 -6.38590 -0.055 -0.046 -0.004
H -2.31090 0.91640 -6.14530 0.025 0.079 -0.076
H -1.09240 1.93820 -4.25990 0.051 0.106 -0.003
Se -8.11550 0.99660 -0.64140 0.219 0.015 -0.001
N -7.01340 -0.23220 -0.04010 0.690 -0.873 0.445
C -5.76980 0.16950 -0.22640 -1.351 0.223 -0.160
C -4.60260 -0.58600 0.13160 0.838 -0.379 0.184
C -4.68880 -1.84060 0.73880 0.140 0.188 -0.123
C -3.52780 -2.51350 1.04320 -0.037 0.083 -0.003
C -2.30840 -1.90370 0.75240 -0.168 -0.237 0.106
N -2.21130 -0.71510 0.18870 0.140 0.258 -0.106
C -3.32460 -0.05270 -0.14320 -0.672 -0.704 0.363
C -3.19780 1.23940 -0.79850 -0.442 0.953 -0.466
N -1.97510 1.68500 -1.07640 -0.520 -0.295 0.026
C -1.82370 2.85560 -1.65610 -0.088 0.150 -0.081
C -2.89570 3.67390 -2.00830 -0.080 -0.075 0.085
C -4.17300 3.23760 -1.73550 0.133 -0.216 0.064
C -4.34450 1.99510 -1.12250 0.822 0.196 -0.175
C -5.64280 1.45190 -0.84620 -1.336 -0.044 0.036
N -6.78810 2.03780 -1.13860 0.771 0.745 -0.326
H -5.66890 -2.24470 0.94010 -0.059 -0.105 0.057
H -3.55020 -3.48790 1.50450 0.037 -0.090 0.028
H -1.37960 -2.40720 0.98180 0.124 -0.048 -0.005
H -0.80130 3.14790 -1.84810 0.121 0.065 -0.067
H -2.72390 4.62340 -2.48810 0.061 0.108 -0.037
H -5.05150 3.81250 -1.98480 -0.036 0.106 -0.053
C 4.27650 2.43670 -1.56330 -0.022 -0.093 -0.030
C 4.32500 3.53180 -0.71620 -0.176 -0.040 0.062
C 3.25570 3.77780 0.12560 0.017 -0.099 -0.106
C 2.13620 2.94170 0.07380 0.466 0.122 -0.151
N 2.13280 1.86820 -0.71670 -0.050 0.295 0.156
C 3.16530 1.61180 -1.50040 0.281 0.071 -0.169
C 0.91630 3.20530 0.85860 -0.546 -0.135 0.311
C 0.72080 4.44730 1.46690 0.085 -0.076 -0.059
C -0.40580 4.69920 2.22040 0.041 0.132 0.112
C -1.36800 3.71710 2.37200 -0.144 -0.150 -0.005
C -1.21100 2.49780 1.73480 0.028 0.108 0.041
C -0.07680 2.23340 0.99100 0.337 -0.574 -0.503
H 5.08250 2.22280 -2.24730 0.060 -0.081 -0.035
H 5.18310 4.19030 -0.70890 0.040 -0.013 0.009
H 3.30000 4.60380 0.81500 -0.048 0.075 0.050
H 3.08460 0.71740 -2.10180 0.004 -0.070 -0.094
H 1.44740 5.23340 1.33840 0.080 0.114 0.004
H -0.53020 5.66220 2.69330 -0.022 0.084 0.028
H -2.24480 3.90040 2.97570 -0.112 0.051 0.046
H -1.99380 1.75710 1.82590 -0.085 -0.105 0.011
O 1.02510 1.06460 3.37470 0.431 1.331 -0.386
S 0.82050 -0.33610 3.74390 -0.668 -1.313 1.190
C 0.78950 -0.33650 5.61370 -0.044 -0.250 -0.399
C -0.65430 -0.45860 6.07910 -0.159 0.133 0.056
C -1.51440 0.10040 4.95100 -0.142 -0.033 0.169
C -1.01530 -0.58820 3.70110 0.526 0.133 0.128
H 1.23890 0.61550 5.88830 0.051 0.057 -0.117
H 1.42010 -1.15080 5.96330 0.088 -0.001 0.027
H -0.81920 0.08210 7.01250 0.016 -0.073 0.037
H -0.90720 -1.50870 6.24490 -0.033 0.019 0.042
H -1.32940 1.17220 4.84880 -0.108 0.052 0.005
H -2.58040 -0.06250 5.12630 0.014 0.043 -0.037
H -1.38480 -0.15150 2.77860 0.110 -0.012 -0.149
H -1.20490 -1.65980 3.71080 -0.037 -0.173 0.007